49
Properties=species:S:1:pos:R:3 method="wB97M-V/def2-TZVPD" fmax_ev_per_a=19.50 mol_weight_g_mol=400.4 homo_ev=-8.575 lumo_energy_ha=-0.0434 orbital_gap_ev=7.4
C -2.2939 -5.5785 0.3279
C -3.2877 -4.5512 0.0851
H -3.9675 -4.4614 0.9172
H -3.9767 -4.7464 -0.8452
O -2.8043 -3.4336 -0.1492
C -3.7054 -2.3036 -0.1161
O -4.9423 -2.4510 -0.0785
C -2.9463 -0.9082 -0.3748
C -3.7111 0.2649 -0.5311
C -2.9835 1.4161 -0.5058
C -1.6944 1.7591 -0.3578
C -0.9983 0.4556 -0.3721
C -1.5144 -1.0451 -0.2958
H -0.9359 -1.6774 -0.0443
N 0.4904 0.4339 -0.4520
C 1.3582 -0.5029 0.1367
O 1.2684 -1.7268 0.5574
C 2.7806 -0.0414 -0.1843
N 3.1050 1.3711 -0.7372
C 4.2149 1.7098 -0.7603
C 5.2738 0.8043 -0.7517
N 5.0280 -0.3474 -0.1119
C 3.8962 -0.7386 -0.0159
C 3.6001 -2.2401 0.4827
O 3.5006 -2.9955 -0.7352
O 3.8012 -2.4401 1.6153
H 3.5198 -3.5689 1.8481
H 6.3807 1.2860 -0.8376
H 4.2936 2.6453 -1.1039
H 0.9056 1.2749 -0.6372
N -0.9283 2.8777 -0.4794
C -0.1525 3.1268 0.5867
H 0.2655 2.3117 1.2664
C -0.9512 3.8986 1.6609
H -0.3283 4.3158 2.5006
O -1.3887 5.3782 1.0790
C -2.2564 4.8258 -0.1956
H -2.6013 5.7745 -0.2220
C -1.5642 3.9790 -1.0228
H -2.3305 3.7525 -1.7463
H -0.6489 4.4470 -1.3128
H -3.3050 4.3686 0.6126
H -1.8575 3.3919 2.1301
H 0.6864 3.5863 0.3710
H -3.7222 2.4145 -0.6930
H -4.5759 0.1072 -0.5233
H -1.6878 -5.4910 1.1868
H -1.5403 -5.6872 -0.5710
H -2.7568 -6.4778 0.2043

13
Properties=species:S:1:pos:R:3 method="wB97M-V/def2-TZVPD" fmax_ev_per_a=3.25 mol_weight_g_mol=147.2 smiles="OC(=S)[C@@H]1N[C@@H]1C=S" homo_ev=-8.889 lumo_energy_ha=-0.0302 orbital_gap_ev=8.1
O -0.1437 -1.7709 1.3158
C -0.5850 -1.3651 0.1607
S -2.0129 -1.8136 -0.6139
C 0.4063 -0.6236 -0.6263
N 1.4257 0.2038 -0.0070
C 0.3926 0.9126 -0.6866
C -0.6554 1.5975 0.0693
S -1.0865 1.4126 1.6177
H 0.7362 -1.5544 1.5262
H 0.6388 -1.0801 -1.6344
H 1.3117 0.3395 0.9745
H 0.6951 1.4317 -1.5314
H -1.1229 2.3101 -0.5646

35
Properties=species:S:1:pos:R:3 method="wB97M-V/def2-TZVPD" fmax_ev_per_a=5.01 mol_weight_g_mol=312.8 smiles=Clc1ncn2c1Cn1ncnc1-c1cc(NC3CC3)ccc1-2 homo_ev=-8.087 lumo_energy_ha=0.0144 orbital_gap_ev=8.5
Cl -4.0808 3.6172 3.3058
C -2.6367 3.0682 2.5260
N -1.5013 3.8985 2.4670
C -0.5780 3.2521 1.7289
N -1.0672 2.0189 1.3718
C -2.3074 1.9144 1.9853
C -2.9974 0.6343 2.0164
N -2.1476 -0.3736 2.6943
N -2.4730 -1.1769 3.7838
C -1.5459 -2.0168 3.8994
N -0.5441 -1.8222 2.9180
C -0.9628 -0.8735 2.0984
C -0.3598 -0.2902 0.8629
C 0.3134 -1.1642 -0.0271
C 1.0016 -0.7591 -1.1121
N 1.4692 -1.6532 -2.1087
C 1.8794 -1.2364 -3.5001
C 3.3537 -1.0355 -3.9324
C 2.6008 -2.2752 -4.3998
C 1.2136 0.6291 -1.2111
C 0.6412 1.5828 -0.3831
C -0.2217 1.1544 0.6707
H 0.3642 3.7745 1.4013
H -3.3198 0.2733 1.0229
H -3.9273 0.7083 2.5771
H -1.3719 -2.5712 4.7558
H 0.4397 -2.2250 0.2932
H 1.6016 -2.6382 -1.8343
H 1.0107 -0.7015 -3.9725
H 4.1575 -1.3427 -3.2333
H 3.7386 -0.3335 -4.7140
H 2.8977 -3.2168 -4.0005
H 2.5274 -2.4002 -5.4542
H 1.8613 0.9656 -2.0407
H 0.9713 2.6143 -0.4549

17
Properties=species:S:1:pos:R:3 method="wB97M-V/def2-TZVPD" fmax_ev_per_a=1.28 mol_weight_g_mol=89.1 smiles="CC(C)=CN.O" homo_ev=-8.178 lumo_energy_ha=0.0293 orbital_gap_ev=9.0
C 1.4453 -0.8461 -0.3552
C 0.2451 -0.7114 0.5478
C 0.3576 -1.2665 1.9302
C -0.8634 -0.0856 0.1268
N -1.4294 -0.2585 -1.1795
H 2.1677 -0.0522 -0.1471
H 1.2062 -0.7833 -1.4177
H 1.9109 -1.8148 -0.1751
H 0.7260 -2.2954 1.9015
H -0.6081 -1.2631 2.4291
H 1.0568 -0.7736 2.6207
H -1.4459 0.5256 0.8216
H -2.0188 0.5525 -1.3617
H -2.1544 -0.9652 -1.0604
O 0.1183 2.7035 -0.8651
H 0.4159 2.6585 0.0519
H 0.6415 2.0077 -1.2974